# 1
Formula: C19H25AuN6S2
Source: the Open Molecules 2025 dataset
Level of theory: ωB97M-V/def2-TZVPD

E: -1998.95106 Eh
net charge: +2

Positions of all 53 atoms, in Å:
1 Au 0.09 -0.20 1.57
2 C -1.40 -2.85 1.12
3 C -0.33 -3.43 2.05
4 N 0.73 -2.44 2.29
5 C 1.18 -2.33 3.68
6 C 0.14 -1.73 4.62
7 S -0.47 -0.09 4.09
8 C -2.26 -0.38 3.76
9 C -2.59 -1.53 2.83
10 N -1.83 -1.52 1.57
11 H -0.99 -2.74 0.12
12 H -2.25 -3.54 1.08
13 H -0.77 -3.72 3.00
14 H 0.06 -4.33 1.59
15 H 1.54 -2.65 1.71
16 H 1.45 -3.32 4.09
17 H 2.07 -1.70 3.69
18 H -0.73 -2.37 4.75
19 H 0.60 -1.57 5.59
20 H -2.74 -0.53 4.72
21 H -2.59 0.58 3.35
22 H -2.39 -2.47 3.34
23 H -3.66 -1.50 2.63
24 H -2.40 -1.11 0.83
25 S 2.20 1.04 1.53
26 C 2.00 1.75 -0.04
27 N 2.92 2.63 -0.37
28 N 3.25 3.07 -1.53
29 C 3.17 2.45 -2.76
30 C 3.08 1.06 -2.88
31 C 3.08 0.48 -4.13
32 C 3.15 1.27 -5.27
33 C 3.25 2.66 -5.16
34 C 3.28 3.25 -3.91
35 N 0.91 1.60 -0.80
36 N -0.12 1.04 -0.31
37 C -1.32 1.10 -0.97
38 C -1.39 1.26 -2.37
39 C -2.63 1.30 -2.98
40 C -3.79 1.20 -2.22
41 C -3.72 1.07 -0.84
42 C -2.50 1.02 -0.21
43 H 3.73 3.97 -1.50
44 H 3.07 0.44 -1.99
45 H 3.05 -0.60 -4.22
46 H 3.14 0.81 -6.24
47 H 3.31 3.26 -6.04
48 H 3.37 4.32 -3.82
49 H -0.47 1.32 -2.93
50 H -2.69 1.43 -4.05
51 H -4.75 1.24 -2.70
52 H -4.63 1.03 -0.26
53 H -2.42 1.03 0.87

Results of the Mulliken charge analysis, in e, for atoms 1 through 2: number 1, Au, carries 0.9774; number 2, C, carries -0.8522



# 2
Formula: C19H25BrN4O4PdS2
Source: the Open Molecules 2025 dataset
Level of theory: ωB97M-V/def2-TZVPD

E: -4757.30807 Eh
ΔE to the lowest compared entry with this formula, charge and spin: 4.70 kcal per mole

Positions of all 56 atoms, in Å:
1 Pd 0.87 -0.19 0.37
2 C 0.41 2.15 5.87
3 C -0.05 1.20 4.79
4 C -1.19 1.46 4.04
5 C -1.62 0.58 3.06
6 C -0.90 -0.58 2.82
7 C 0.23 -0.87 3.58
8 C 0.65 0.02 4.55
9 S -1.47 -1.73 1.57
10 O -1.79 -2.95 2.27
11 O -2.52 -1.04 0.86
12 N -0.28 -2.00 0.50
13 C 0.66 -3.08 0.87
14 C 2.10 -2.64 1.07
15 O 2.97 -3.44 1.32
16 O 2.33 -1.35 0.96
17 H -0.14 3.09 5.83
18 H 1.47 2.37 5.77
19 H 0.26 1.72 6.86
20 H -1.76 2.37 4.23
21 H -2.50 0.78 2.47
22 H 0.76 -1.81 3.45
23 H 1.53 -0.22 5.13
24 H 0.68 -3.83 0.08
25 H 0.34 -3.60 1.77
26 Br 6.05 3.04 -2.41
27 C 4.56 2.18 -1.66
28 C 3.63 2.90 -0.94
29 C 2.55 2.23 -0.41
30 N 2.38 0.91 -0.56
31 C 3.29 0.22 -1.25
32 C 4.39 0.82 -1.83
33 H 3.74 3.97 -0.78
34 H 1.79 2.75 0.15
35 H 3.13 -0.85 -1.32
36 H 5.10 0.22 -2.38
37 C -1.11 0.83 -4.84
38 C -2.41 0.91 -4.05
39 N -2.20 1.16 -2.63
40 C -1.45 0.42 -1.79
41 S -0.73 1.27 -0.47
42 N -1.29 -0.88 -1.93
43 C -2.12 -1.81 -2.70
44 C -3.58 -1.81 -2.27
45 H -1.32 0.77 -5.91
46 H -0.52 -0.05 -4.55
47 H -0.49 1.72 -4.66
48 H -3.01 0.02 -4.19
49 H -3.01 1.74 -4.41
50 H -2.15 2.14 -2.39
51 H -0.80 -1.34 -1.15
52 H -1.68 -2.79 -2.51
53 H -2.00 -1.63 -3.77
54 H -3.64 -2.00 -1.20
55 H -4.12 -2.59 -2.80
56 H -4.06 -0.86 -2.47

Results of the Mulliken charge analysis, in e, for atoms 1 through 2: number 1, Pd, carries 0.6434; number 2, C, carries -1.4455



# 3
Formula: C19H25CdI2N14O
Source: the Open Molecules 2025 dataset
Level of theory: ωB97M-V/def2-TZVPD

E: -2344.09193 Eh
net charge: -1
ΔE to the lowest compared entry with this formula, charge and spin: 0.00 kcal per mole

Positions of all 62 atoms, in Å:
1 Cd 0.36 -0.20 0.75
2 I 1.83 4.56 -5.42
3 C 1.61 3.73 -3.49
4 C 0.69 4.28 -2.61
5 C 0.55 3.70 -1.37
6 I -0.86 4.45 0.00
7 C 1.27 2.56 -0.92
8 O 1.10 2.03 0.22
9 C 2.21 2.05 -1.88
10 C 3.03 0.85 -1.48
11 N 2.20 -0.33 -1.25
12 C 1.46 -0.79 -2.41
13 C 0.11 -0.13 -2.54
14 C -0.48 0.03 -3.79
15 C -1.71 0.66 -3.89
16 C -2.32 1.11 -2.73
17 C -1.69 0.87 -1.52
18 N -0.52 0.25 -1.43
19 C 2.35 2.62 -3.13
20 H 0.10 5.14 -2.89
21 H 3.53 1.07 -0.53
22 H 3.79 0.66 -2.25
23 H 2.79 -1.08 -0.89
24 H 1.29 -1.86 -2.33
25 H 2.02 -0.62 -3.34
26 H 0.03 -0.33 -4.68
27 H -2.18 0.80 -4.85
28 H -3.26 1.64 -2.76
29 H -2.15 1.17 -0.59
30 H 3.07 2.19 -3.82
31 N -0.85 1.28 2.13
32 C -1.29 0.83 3.45
33 C -2.26 -0.36 3.40
34 N -1.73 -1.50 2.69
35 C -2.67 -2.61 2.58
36 C -3.86 -2.31 1.67
37 N -3.44 -1.80 0.37
38 H -1.54 1.88 1.70
39 H 0.01 1.82 2.22
40 H -0.39 0.55 4.00
41 H -1.79 1.62 4.02
42 H -2.55 -0.60 4.44
43 H -3.17 -0.06 2.87
44 H -0.87 -1.83 3.13
45 H -2.12 -3.46 2.17
46 H -3.08 -2.90 3.56
47 H -4.45 -3.24 1.60
48 H -4.51 -1.57 2.15
49 H -2.79 -2.46 -0.04
50 H -4.24 -1.74 -0.25
51 N 3.11 -2.15 1.59
52 C 2.16 -2.80 0.83
53 N 2.38 -3.97 0.25
54 N 1.27 -4.23 -0.44
55 N 0.42 -3.27 -0.30
56 N 0.95 -2.33 0.52
57 C 2.84 -1.09 2.44
58 N 3.63 -0.74 3.45
59 N 3.03 0.33 4.00
60 N 1.94 0.61 3.36
61 N 1.78 -0.28 2.36
62 H 3.88 -2.73 1.88

Results of the Mulliken charge analysis, in e, for atoms 1 through 2: number 1, Cd, carries 2.8798; number 2, I, carries -0.0246